# 1
Formula: C34H69F6NO16
Source: OMol25
Level of theory: ωB97M-V/def2-TZVPD

Structure (ORCA input):
```
! wB97M-V def2-TZVPD RIJCOSX def2/J DEFGRID3
* xyz 0 1
C -2.964 -7.518 0.369
C -1.865 -6.554 -0.027
O -1.391 -5.943 1.175
C -0.709 -4.825 1.110
O -0.489 -4.214 0.104
C -0.192 -4.469 2.538
F -0.988 -4.985 3.464
F 1.039 -4.967 2.653
F -0.141 -3.157 2.731
H -3.716 -7.034 0.995
H -2.602 -8.441 0.817
H -3.582 -7.795 -0.490
H -2.267 -5.805 -0.711
H -1.067 -7.065 -0.566
C 5.488 1.675 -0.210
C 4.178 0.905 -0.179
O 4.360 -0.305 0.524
C 3.353 -0.839 1.195
O 2.282 -0.329 1.330
C 3.742 -2.155 1.898
F 4.651 -1.901 2.849
F 2.653 -2.673 2.426
F 4.298 -2.958 0.986
H 5.369 2.733 -0.438
H 6.117 1.273 -1.006
H 5.947 1.606 0.775
H 3.748 0.743 -1.171
H 3.427 1.567 0.265
C -8.466 -2.879 -1.446
O -8.146 -1.695 -2.123
C -8.110 -0.520 -1.383
C -7.034 -0.549 -0.290
O -5.766 -0.675 -0.903
C -4.650 -0.291 -0.106
C -4.410 -1.192 1.092
O -3.687 -2.418 0.897
C -3.965 -3.120 -0.306
H -8.710 -3.632 -2.201
H -9.344 -2.737 -0.811
H -7.612 -3.365 -0.964
H -9.108 -0.365 -0.925
H -7.995 0.333 -2.057
H -7.218 -1.373 0.402
H -7.088 0.392 0.274
H -4.617 0.773 0.147
H -3.867 -0.402 -0.864
H -5.364 -1.426 1.571
H -3.673 -0.690 1.724
H -3.576 -4.130 -0.166
H -3.414 -2.645 -1.123
H -5.025 -3.174 -0.568
C 3.419 6.980 7.822
O 3.685 5.600 7.690
C 2.924 4.895 6.732
C 2.835 5.552 5.353
O 1.730 6.443 5.216
C 0.444 5.911 5.394
C 0.147 4.579 4.708
O 0.419 4.746 3.339
C -0.093 3.705 2.534
H 3.902 7.298 8.745
H 2.352 7.208 7.842
H 3.914 7.556 7.033
H 1.951 4.689 7.195
H 3.414 3.925 6.624
H 2.768 4.822 4.546
H 3.718 6.180 5.254
H -0.227 6.671 4.997
H 0.168 5.803 6.451
H -0.914 4.308 4.815
H 0.701 3.743 5.161
H 0.292 2.706 2.767
H 0.199 3.958 1.518
H -1.181 3.598 2.615
C -0.060 4.087 -2.664
O -0.490 2.874 -3.252
C -1.880 2.793 -3.505
C -2.663 2.494 -2.230
O -4.056 2.366 -2.543
C -4.906 3.486 -2.376
C -4.671 4.681 -3.302
O -3.583 5.461 -2.821
C -3.985 6.674 -2.256
H -0.354 4.163 -1.613
H -0.464 4.933 -3.227
H 1.028 4.086 -2.692
H -1.963 1.900 -4.130
H -2.284 3.641 -4.061
H -2.520 3.313 -1.520
H -2.472 1.499 -1.837
H -5.039 3.712 -1.312
H -5.866 3.024 -2.635
H -5.602 5.198 -3.540
H -4.413 4.243 -4.271
H -4.096 7.496 -2.972
H -3.226 6.958 -1.518
H -4.889 6.659 -1.632
C 8.816 -6.436 -3.131
O 8.326 -5.123 -3.163
C 8.339 -4.490 -4.429
C 7.488 -3.210 -4.377
O 6.117 -3.470 -4.273
C 5.607 -3.529 -2.930
C 4.112 -3.508 -3.141
O 3.493 -3.363 -1.866
C 2.109 -3.147 -1.949
H 9.449 -6.609 -2.259
H 9.465 -6.654 -3.986
H 7.997 -7.161 -3.121
H 7.923 -5.228 -5.117
H 9.277 -4.082 -4.830
H 7.836 -2.626 -5.235
H 7.816 -2.592 -3.530
H 5.950 -2.758 -2.238
H 5.954 -4.480 -2.521
H 3.723 -4.371 -3.689
H 3.828 -2.602 -3.694
H 1.867 -2.145 -2.322
H 1.714 -3.349 -0.951
H 1.625 -3.903 -2.586
C -0.685 -0.902 -0.196
C -0.958 0.450 0.292
N -1.253 1.504 0.633
H 0.263 -1.352 0.083
H -0.612 -0.751 -1.278
H -1.535 -1.521 0.084
*
```

orbital gap = 0.3557 hartree

***

# 2
Formula: C37H33N3RuSSb2
Source: OMol25
Level of theory: ωB97M-V/def2-TZVPD

Structure (ORCA input):
```
! wB97M-V def2-TZVPD RIJCOSX def2/J DEFGRID3
* xyz 4 5
Ru -0.626 -0.367 -0.666
N -3.741 1.388 -2.765
C -3.562 2.582 -1.995
C -4.384 3.706 -1.876
C -3.929 4.742 -1.014
C -2.704 4.580 -0.321
C -2.008 3.327 -0.301
C -2.487 2.325 -1.126
N -1.981 1.060 -1.417
C -2.843 0.506 -2.335
C -2.733 -0.919 -2.694
C -3.425 -1.606 -3.652
S -2.887 -3.273 -3.636
C -1.814 -2.945 -2.342
N -1.773 -1.642 -1.975
H -4.390 1.277 -3.528
H -5.315 3.859 -2.336
H -4.492 5.670 -0.865
H -2.388 5.437 0.269
H -1.171 3.167 0.341
H -4.166 -1.225 -4.322
H -1.174 -3.643 -1.752
C 0.344 -1.080 2.998
C 1.855 -1.221 2.865
C 2.572 -1.831 1.668
Sb 1.482 -1.762 -0.204
C 2.913 -1.429 -1.780
C 4.161 -2.041 -1.763
C 5.162 -1.696 -2.667
C 4.871 -0.859 -3.696
C 3.629 -0.320 -3.783
C 2.622 -0.578 -2.818
C 1.095 -3.831 -0.355
C 0.595 -4.575 0.729
C 0.234 -5.923 0.493
C 0.397 -6.503 -0.753
C 0.875 -5.721 -1.808
C 1.282 -4.431 -1.562
Sb -0.589 0.458 1.769
C 0.941 1.854 1.002
C 1.801 2.579 1.855
C 2.888 3.213 1.297
C 3.219 3.149 -0.046
C 2.371 2.406 -0.870
C 1.286 1.719 -0.311
C -1.600 1.831 3.416
C -1.687 3.175 3.314
C -2.589 3.896 4.080
C -3.373 3.312 5.059
C -3.281 1.934 5.190
C -2.353 1.180 4.409
H 0.044 -0.849 4.021
H -0.176 -2.012 2.739
H 2.227 -1.787 3.758
H 2.232 -0.177 3.025
H 2.724 -2.941 1.844
H 3.498 -1.301 1.468
H 4.441 -2.687 -0.917
H 6.185 -2.027 -2.412
H 5.624 -0.591 -4.444
H 3.466 0.486 -4.449
H 1.627 -0.193 -2.965
H 0.508 -4.196 1.750
H -0.122 -6.509 1.334
H 0.072 -7.531 -0.867
H 0.925 -6.129 -2.844
H 1.626 -3.923 -2.435
H 1.565 2.548 2.921
H 3.502 3.850 1.956
H 4.129 3.573 -0.435
H 2.504 2.333 -1.918
H 0.511 1.144 -0.956
H -1.057 3.721 2.581
H -2.694 4.949 3.871
H -4.132 3.848 5.615
H -3.967 1.443 5.886
H -2.396 0.047 4.450
*
```

<S²> = 6.07
orbital gap (spin up / spin down) = 0.2089 / 0.1128 hartree

***

# 3
Formula: C9H12N2O15P3
Source: OMol25
Level of theory: ωB97M-V/def2-TZVPD

Structure (ORCA input):
```
! wB97M-V def2-TZVPD RIJCOSX def2/J DEFGRID3
* xyz -3 1
O -7.934 -2.534 0.277
C -6.967 -1.787 0.057
C -5.667 -2.031 0.691
C -4.655 -1.179 0.460
N -4.807 -0.099 -0.347
C -3.717 0.817 -0.534
O -2.566 0.123 -1.001
C -1.401 0.561 -0.323
C -0.412 -0.608 -0.230
O 0.622 -0.370 0.675
P 1.749 0.737 0.197
O 1.234 2.104 0.523
O 2.145 0.458 -1.217
O 2.891 0.403 1.265
P 3.973 -0.813 1.282
O 4.460 -0.969 2.662
O 3.478 -1.990 0.500
O 5.194 -0.100 0.409
P 5.474 -0.264 -1.163
O 6.898 -0.085 -1.478
O 4.584 0.813 -1.894
O 4.912 -1.692 -1.545
C -1.860 1.087 1.047
O -1.131 2.166 1.545
C -3.313 1.556 0.765
O -3.343 2.947 0.612
C -6.076 0.112 -1.019
O -6.155 1.077 -1.774
N -7.062 -0.724 -0.771
H -5.545 -2.894 1.330
H -3.665 -1.304 0.889
H -4.063 1.546 -1.283
H -0.927 1.387 -0.875
H -0.950 -1.497 0.121
H -0.007 -0.803 -1.229
H 3.612 0.704 -1.645
H 4.243 -1.905 -0.810
H -1.861 0.258 1.773
H -0.181 2.126 1.197
H -3.997 1.272 1.579
H -2.447 3.224 0.899
*
```

orbital gap = 0.2994 hartree

***

# 4
Formula: C35H49AsBEuN9O6SSi
Source: OMol25
Level of theory: ωB97M-V/def2-TZVPD

Structure (ORCA input):
```
! wB97M-V def2-TZVPD RIJCOSX def2/J DEFGRID3
* xyz -2 8
Eu -0.919 -0.437 -0.820
O -4.699 -2.348 -0.224
As -3.767 -1.415 0.974
O -3.388 0.025 0.177
O -2.056 -2.192 0.790
C -1.953 -3.529 0.612
C -2.000 -4.395 1.700
C -1.845 -5.758 1.512
C -1.644 -6.280 0.240
C -1.602 -5.425 -0.850
C -1.767 -4.061 -0.667
S -1.614 -2.967 -2.057
O -1.889 -3.747 -3.246
O -2.598 -1.880 -1.867
O -0.276 -2.394 -2.000
H -4.205 -2.253 -1.075
H -2.126 -3.970 2.688
H -1.856 -6.420 2.371
H -1.496 -7.344 0.102
H -1.441 -5.790 -1.858
N -2.669 1.046 -2.617
C -2.936 0.540 -3.962
C -1.626 0.431 -4.735
N -0.744 -0.471 -4.011
H -3.471 0.945 -2.008
H -2.417 2.022 -2.645
H -3.643 1.161 -4.531
H -3.363 -0.459 -3.865
H -1.144 1.411 -4.779
H -1.844 0.114 -5.764
H 0.199 -0.475 -4.378
H -1.087 -1.418 -4.053
C 0.034 0.944 6.293
C -0.276 -0.387 5.599
N -0.139 -0.349 4.160
C 1.160 -0.702 3.585
C 2.088 0.482 3.325
C -1.150 0.087 3.344
C -2.482 0.326 4.033
N -1.004 0.280 2.083
H -0.161 0.874 7.369
H -0.582 1.745 5.878
H 1.080 1.218 6.147
H -1.280 -0.711 5.878
H 0.411 -1.148 5.970
H 0.971 -1.196 2.646
H 1.635 -1.422 4.255
H 1.642 1.151 2.591
H 3.031 0.112 2.912
H 2.309 1.045 4.238
H -2.871 -0.617 4.427
H -3.198 0.700 3.305
H -2.403 1.044 4.854
H -1.871 0.620 1.687
C 1.784 4.385 -4.997
C 2.909 3.637 -4.664
C 2.829 2.643 -3.695
C 1.631 2.350 -3.029
C 0.521 3.128 -3.375
C 0.587 4.132 -4.338
Si 1.444 1.005 -1.611
C 2.468 2.074 -0.324
C 1.775 2.926 0.547
C 2.432 3.742 1.461
C 3.819 3.723 1.545
C 4.534 2.885 0.696
C 3.865 2.081 -0.222
C 2.800 -0.267 -2.154
C 3.470 -1.023 -1.182
C 4.362 -2.033 -1.518
C 4.616 -2.324 -2.854
C 3.952 -1.607 -3.841
C 3.055 -0.603 -3.490
H 1.842 5.160 -5.754
H 3.855 3.834 -5.164
H 3.725 2.080 -3.445
H -0.416 2.943 -2.856
H -0.296 4.715 -4.583
H 0.691 2.940 0.507
H 1.859 4.384 2.125
H 4.337 4.351 2.263
H 5.619 2.859 0.753
H 4.447 1.432 -0.872
H 3.266 -0.829 -0.133
H 4.836 -2.616 -0.735
H 5.314 -3.111 -3.122
H 4.130 -1.836 -4.889
H 2.536 -0.066 -4.281
N -4.599 1.989 1.514
C -3.960 3.093 1.904
N -4.553 3.889 2.851
N -2.816 3.505 1.431
C -2.175 2.867 0.464
N -1.526 2.351 -0.348
H -5.439 1.710 1.990
H -4.040 1.217 1.039
H -5.196 3.464 3.491
H -3.953 4.604 3.222
B 2.011 -4.140 1.127
C 1.275 -2.830 0.647
N 0.739 -1.841 0.390
H 3.110 -3.796 1.542
H 1.348 -4.619 2.034
H 2.115 -4.923 0.202
*
```

<S²> = 15.76
orbital gap (spin up / spin down) = 0.1504 / 0.1810 hartree

***

# 5
Formula: C6H14O2
Source: OMol25
Level of theory: ωB97M-V/def2-TZVPD

Structure (ORCA input):
```
! wB97M-V def2-TZVPD RIJCOSX def2/J DEFGRID3
* xyz 0 1
C 1.227 -1.458 -2.371
C 0.870 -0.692 -1.341
C 1.503 -0.883 0.004
C 0.369 -1.190 1.005
C -0.497 -0.244 1.367
C -1.746 -0.547 2.143
H 0.864 -1.300 -3.378
H 2.005 -2.209 -2.245
H 0.064 -0.008 -1.435
H 2.143 -0.057 0.277
H 2.107 -1.777 0.077
H 0.434 -2.223 1.316
H -0.469 0.679 0.819
H -1.813 -1.612 2.332
H -2.621 -0.471 1.492
H -2.036 -0.099 3.089
O -2.242 2.039 0.197
H -3.034 2.513 0.479
H -1.598 2.109 0.916
O 1.462 2.397 -1.204
H 1.022 1.950 -1.931
H 1.986 3.083 -1.608
*
```

orbital gap = 0.3601 hartree

***

# 6
Formula: C21H44Cl2NO21P2S5
Source: OMol25
Level of theory: ωB97M-V/def2-TZVPD

Structure (ORCA input):
```
! wB97M-V def2-TZVPD RIJCOSX def2/J DEFGRID3
* xyz -1 1
C 1.304 1.236 -1.367
C -0.127 1.758 -0.878
C -0.336 3.353 -1.051
C -0.555 1.233 0.614
C 0.721 1.388 1.564
C -1.032 -0.299 0.376
O -1.322 -1.082 1.526
P -2.860 -0.884 2.292
C -3.759 -2.403 1.502
Cl -3.184 -3.947 2.395
C -3.645 -2.701 -0.031
C -4.328 -1.670 -1.062
Cl -2.000 -3.354 -0.641
P -2.028 0.496 3.796
O -2.120 2.157 3.422
O -0.411 -0.047 4.159
S -2.963 0.311 5.536
O -4.282 -0.821 3.293
C -5.296 0.159 2.916
C -4.840 0.804 1.501
C -4.999 2.424 1.470
C -5.567 2.876 0.036
N -4.748 2.839 -0.991
O -3.511 0.329 1.204
H 1.557 0.160 -1.095
H 2.115 1.961 -0.987
H 1.297 1.286 -2.525
H -0.910 1.272 -1.583
H -1.422 3.566 -1.387
H -0.109 3.955 -0.110
H 0.332 3.690 -1.923
H -1.458 1.873 0.888
H 1.516 2.127 1.206
H 0.331 1.822 2.565
H 1.149 0.354 1.837
H -0.067 -0.782 -0.068
H -1.762 -0.396 -0.518
H -2.350 -1.897 3.214
H -4.879 -2.338 1.781
H -4.302 -3.651 -0.191
H -5.385 -1.462 -0.631
H -3.817 -0.661 -1.149
H -4.513 -2.139 -2.103
H -2.230 2.719 4.219
H -0.432 -1.034 4.146
H -5.449 0.998 3.689
H -6.260 -0.448 2.717
H -5.460 0.427 0.618
H -5.721 2.748 2.297
H -3.957 2.858 1.697
H -6.662 3.175 -0.064
H -3.808 2.503 -0.686
C 4.512 1.710 4.495
C 3.637 0.472 4.607
O 3.580 -0.063 3.287
S 4.982 0.251 2.526
O 5.818 -0.911 2.625
O 4.689 0.896 1.281
O 5.541 1.365 3.567
H 3.951 2.554 4.083
H 4.945 1.998 5.454
H 2.635 0.701 4.973
H 4.098 -0.279 5.257
C -4.361 -4.708 -6.091
C -4.531 -3.262 -6.531
O -5.869 -2.919 -6.170
S -6.279 -3.735 -4.827
O -6.084 -2.872 -3.701
O -7.509 -4.425 -5.075
O -5.066 -4.811 -4.854
H -4.824 -5.395 -6.806
H -3.313 -4.978 -5.956
H -4.376 -3.132 -7.603
H -3.853 -2.601 -5.984
C 2.808 0.552 -6.783
C 2.639 1.991 -7.246
O 1.303 2.341 -6.890
S 0.892 1.546 -5.533
O 1.087 2.428 -4.423
O -0.338 0.854 -5.770
O 2.105 0.468 -5.545
H 2.344 -0.146 -7.486
H 3.856 0.283 -6.645
H 2.793 2.104 -8.319
H 3.318 2.661 -6.709
C 10.434 -0.759 5.154
C 10.961 -1.055 3.757
O 9.798 -1.275 2.961
S 8.584 -0.353 3.526
O 8.521 0.839 2.734
O 7.449 -1.190 3.759
O 9.259 0.026 4.957
H 10.147 -1.679 5.671
H 11.158 -0.213 5.760
H 11.613 -1.928 3.735
H 11.493 -0.192 3.346
*
```

orbital gap = 0.2221 hartree